The following is a quantum chemistry calculation of C6H12O in the gas phase, from OMol25.

Atoms and positions in Å:
C -1.38662 -1.56292 0.20488
C -0.57753 -0.32103 -0.23252
C 0.36223 -0.56538 -1.63500
C 0.50935 0.13935 0.67851
C 1.40785 0.97158 -0.13226
C 0.32720 1.17986 1.67886
O -0.47792 2.27085 1.55171
H -2.26500 -1.37595 0.84823
H -1.76153 -2.04923 -0.69728
H -0.75521 -2.28482 0.74082
H -1.28400 0.50867 -0.41968
H -0.44400 -0.80640 -2.30083
H 0.99557 -1.43936 -1.43801
H 1.02573 0.06989 -2.29911
H 1.05877 -0.68670 1.13874
H 2.45540 0.77851 -0.31927
H 0.96749 1.76718 -0.72820
H 0.52386 1.00910 2.74440
H -0.68164 2.39680 0.61602

E_LUMO (spin up / spin down): 0.94 / 0.94 eV
E_HOMO (spin up / spin down): -6.889 / -7.030 eV
relative energy (zero: lowest compared OMol25 entry of this formula, charge and spin): 4.967 eV
maximum force: 3.06 eV Å⁻¹

The following is a quantum chemistry calculation of 4 unconnected molecules or ions with the total composition C20H20N5O12P, from OMol25.

Atoms and positions in Å:
N 2.63566 3.87820 -3.91012
P 4.34366 3.87307 -4.07056
O 4.81049 4.30265 -2.56682
O 4.61053 2.19472 -4.21726
C 5.41521 1.68059 -3.27864
O 5.00503 1.39088 -2.24835
O 6.69675 1.46242 -3.55355
C 7.32348 2.35162 -4.45718
O 6.96990 1.99256 -5.78786
N 6.56077 3.09570 -6.60236
O 7.44472 3.79477 -6.87226
H 2.23609 3.88335 -4.83914
H 2.42470 4.77778 -3.48853
H 4.58496 3.64575 -1.88315
H 7.10921 3.39068 -4.24216
H 8.37770 2.18018 -4.35432
C 3.40132 0.64499 0.64174
C 2.46097 0.64833 1.66417
C 1.33759 -0.15420 1.57151
C 1.17291 -0.95086 0.45563
C 2.09657 -0.96197 -0.57561
C 3.21833 -0.15549 -0.47846
N -0.01432 -1.80707 0.37803
O -0.81114 -1.74831 1.29615
O -0.14187 -2.52742 -0.59317
H 4.28348 1.26786 0.71686
H 2.60439 1.27226 2.53581
H 0.60883 -0.15332 2.36592
H 1.95314 -1.58583 -1.44528
H 3.94612 -0.15359 -1.26475
C -3.15026 -3.49430 -0.61797
C -3.96062 -4.38176 -1.31556
C -5.30464 -4.49333 -0.99818
C -5.82205 -3.70798 0.01612
C -5.02731 -2.82491 0.72399
C -3.68373 -2.72090 0.40174
N -7.25209 -3.80588 0.34178
O -7.92122 -4.60414 -0.28386
O -7.68334 -3.07949 1.21665
H -2.10155 -3.40186 -0.86716
H -3.54411 -4.98588 -2.10987
H -5.93367 -5.18334 -1.54056
H -5.44140 -2.22006 1.51723
H -3.04982 -2.03602 0.94246
C -4.84144 0.87808 3.80390
C -4.57973 0.74539 5.16068
C -3.27726 0.59116 5.60442
C -2.25062 0.57661 4.67868
C -2.49503 0.70124 3.32302
C -3.80031 0.85196 2.88630
N -0.86453 0.43106 5.14677
O -0.67848 0.29517 6.33628
O 0.01660 0.45337 4.30567
H -5.86006 1.00243 3.46060
H -5.39209 0.76380 5.87366
H -3.07433 0.48634 6.65975
H -1.68598 0.68136 2.60781
H -4.00611 0.95161 1.82931

E_LUMO: -0.67 eV
E_HOMO: -9.644 eV
relative energy (zero: lowest compared OMol25 entry of this formula, charge and spin): 0.000 eV
SMILES: O=[N+]([O-])c1ccccc1.O=[N+]([O-])c1ccccc1.O=[N+]([O-])c1ccccc1.NP(O)OC(=O)OCON=O
maximum force: 5.57 eV Å⁻¹

The following is a quantum chemistry calculation of C4H9NO2 in the gas phase, from OMol25.

Atoms and positions in Å:
O 1.16243 0.73549 -2.99798
C 1.27522 1.43024 -2.01254
N 1.01743 0.99794 -0.74703
C 0.39368 -0.28480 -0.49750
C -0.61015 -0.13102 0.62910
C -1.22246 -1.45029 1.08048
O 0.10056 0.50692 1.69945
H 1.56095 2.48431 -1.96981
H 1.21068 1.65174 -0.01139
H 1.14203 -1.01907 -0.19190
H -0.03919 -0.52721 -1.42731
H -1.41481 0.52199 0.29881
H -2.14796 -1.69463 0.56534
H -1.45434 -1.41439 2.14604
H -0.50643 -2.26705 0.95893
H -0.46766 0.45983 2.47730

E_LUMO: 0.75 eV
E_HOMO: -9.675 eV
relative energy (zero: lowest compared OMol25 entry of this formula, charge and spin): 0.961 eV
SMILES: C[C@@H](O)CNC=O
maximum force: 1.79 eV Å⁻¹

The following is a quantum chemistry calculation of a molecular structure, C12H24ClIN3O2P2Pr, from OMol25.

Atoms and positions in Å:
C -2.12736 1.14011 0.25575
C -2.57794 0.24751 1.43632
H -2.84942 1.94689 0.15301
H -2.13607 0.52765 -0.65160
H -1.15175 1.63532 0.41453
O -3.74329 0.21228 1.85436
I -2.90837 -2.29679 0.71964
Pr 0.48619 0.48447 -1.67899
P -2.03965 0.36957 -3.24341
C -3.64192 -0.47962 -3.28831
C -2.56140 2.13775 -3.38139
H -0.47819 0.73025 -5.05886
H -2.12075 0.43612 -5.71127
H -1.12083 -0.92143 -5.10837
C -1.39082 0.12892 -4.94726
H -1.68073 2.74052 -3.62214
H -3.32224 2.25495 -4.16859
H -4.28164 -0.07908 -4.09463
H -4.14019 -0.36418 -2.31121
H -2.96178 2.46219 -2.40788
H -3.48165 -1.55696 -3.47356
C -1.36372 -0.30718 2.29746
O -1.49231 -0.62257 3.47173
Cl 1.05769 2.33249 -3.31995
C 2.57117 -1.04935 3.67623
N 2.41116 -2.03479 2.56566
C 3.48391 -1.75818 1.58541
N 3.42431 -0.38016 1.07083
C 3.57148 0.56819 2.19884
N 2.55576 0.36931 3.24496
C 1.22462 0.79192 2.82701
P 0.46358 -0.31121 1.47437
C 1.05541 -2.00094 1.98820
C 2.31398 -0.11911 0.24066
H 3.56357 -1.23912 4.12551
H 1.75662 -1.18941 4.39497
H 3.41423 -2.45109 0.74002
H 4.46182 -1.82735 2.08847
H 3.51153 1.59229 1.81159
H 4.57028 0.35190 2.60114
H 0.58463 0.77628 3.71965
H 1.24136 1.81729 2.41107
H 1.00569 -2.61817 1.07456
H 0.33288 -2.45167 2.67955
H 2.29631 0.92456 -0.13365
H 2.21382 -0.92038 -0.52038

total charge: +2
E_LUMO (spin up / spin down): -9.41 / -9.22 eV
multiplicity: 3
E_HOMO (spin up / spin down): -13.495 / -13.507 eV
relative energy (zero: lowest compared OMol25 entry of this formula, charge and spin): 0.085 eV
maximum force: 5.51 eV Å⁻¹

The following is a quantum chemistry calculation of C13H18O2 in the gas phase, from OMol25.

Atoms and positions in Å:
C 0.55382 -2.66321 -0.12375
C 1.74575 -2.08724 -0.36340
C -0.31056 -2.32549 0.90651
C -1.17837 -2.33291 1.71158
C -2.06835 1.12849 -0.35093
C -0.85305 0.71135 0.45148
C -3.38366 0.20350 -0.14087
C 2.28905 -0.99609 0.55612
C 0.27783 0.44401 -0.27518
C 1.74073 0.41630 0.25206
C -3.46492 -1.00801 -1.20270
C 1.77148 1.26474 1.54687
C 2.46555 1.09675 -0.86499
O -3.98453 0.05762 0.89032
O 0.06495 0.26663 -1.59222
H 0.23267 -3.56660 -0.60377
H 2.42208 -2.47112 -1.10669
H -1.88864 1.23153 -1.37574
H -1.79667 -2.29542 2.50083
H -2.36570 2.11257 0.01733
H -0.94667 0.84321 1.49406
H 2.06060 -1.10492 1.55402
H 3.34344 -0.82873 0.41300
H -2.63642 -1.75006 -1.01432
H -3.31736 -0.48284 -2.14416
H -4.35693 -1.55271 -1.00912
H 2.78066 1.25412 1.89504
H 1.14396 0.81158 2.28440
H 1.42738 2.29918 1.47897
H 3.40702 1.66402 -0.51153
H 1.81569 1.76981 -1.41942
H 3.09003 0.46340 -1.60886
H 0.91045 0.00119 -2.02590

E_LUMO: 0.55 eV
E_HOMO: -7.849 eV
relative energy (zero: lowest compared OMol25 entry of this formula, charge and spin): 5.044 eV
SMILES: C#C/C=C\CC(C)(C)/C(O)=C/CC(C)=O
maximum force: 4.49 eV Å⁻¹

The following is a quantum chemistry calculation of C5H11Cl in the gas phase, from OMol25.

Atoms and positions in Å:
C -1.69669 -0.42227 -0.78390
C -0.31744 0.16105 -0.43823
C -0.63095 1.46445 0.42695
C 0.58833 -0.92717 0.17723
C 1.97516 -0.50878 0.58885
H -2.13003 0.10632 -1.65709
H -1.48729 -1.49110 -1.08690
H -2.45167 -0.26533 0.00034
H 0.12528 0.50730 -1.40787
H -1.20935 2.15255 -0.17264
H 0.32931 1.94501 0.64925
H -1.03554 1.21923 1.38847
H 0.73426 -1.75501 -0.50047
H 0.07641 -1.20231 1.13464
H 1.84975 0.01502 1.54531
H 2.57607 -1.45631 0.82623
Cl 2.70440 0.45735 -0.69018

E_LUMO: 1.02 eV
E_HOMO: -10.530 eV
relative energy (zero: lowest compared OMol25 entry of this formula, charge and spin): 0.489 eV
SMILES: CC(C)CCCl
maximum force: 3.03 eV Å⁻¹

The following is a quantum chemistry calculation of a molecular structure, C39H42BaBrF4NO4PSi, from OMol25.

Atoms and positions in Å:
Ba 1.14489 -0.84850 0.39198
C -2.67565 -1.36624 0.76655
O -1.44250 -1.26544 1.49352
C -1.61586 -0.47765 2.67475
C -0.25906 -0.31702 3.30482
O 0.57834 0.47482 2.44055
C 0.98816 1.77092 2.91003
C -0.13299 2.69044 3.32076
O -1.09119 2.78678 2.30984
C -2.10818 3.71432 2.65709
H -3.43380 -1.85932 1.37873
H -2.48937 -1.96957 -0.12003
H -3.03035 -0.37805 0.46609
H -2.27905 -0.98550 3.38090
H -2.03176 0.49597 2.41180
H 0.21149 -1.29918 3.42061
H -0.32071 0.14106 4.28957
H 1.56131 2.19877 2.08636
H 1.65843 1.63902 3.76161
H 0.32291 3.66440 3.54305
H -0.59868 2.35028 4.25342
H -2.51343 3.49415 3.65038
H -2.89992 3.62167 1.92123
H -1.71963 4.73725 2.64588
F -1.84964 2.56784 -7.35014
C -1.71734 2.45847 -6.04489
C -2.55786 3.15777 -5.20206
F -3.49564 3.93795 -5.70429
C -2.40311 3.03127 -3.83478
F -3.25780 3.71953 -3.08069
C -1.42909 2.22207 -3.26059
P -1.20885 2.01960 -1.43801
C -0.73005 3.68179 -0.85179
C 0.62710 3.82845 -0.56307
C 1.15276 5.04593 -0.15619
C 0.31385 6.13990 -0.00978
C -1.04219 6.01267 -0.28628
C -1.56058 4.79861 -0.71109
C -2.93059 1.75035 -0.92235
C -3.60848 2.53050 0.00382
C -4.89680 2.18996 0.40449
C -5.52386 1.07544 -0.13057
C -4.85643 0.29346 -1.06885
C -3.56728 0.62380 -1.45351
C -0.61312 1.51189 -4.14324
Br 0.67451 0.27585 -3.54103
C -0.74699 1.63067 -5.51243
F 0.02567 0.95191 -6.35171
H 1.28372 2.97434 -0.67280
H 2.21403 5.14084 0.04348
H 0.71601 7.09316 0.31170
H -1.69936 6.86775 -0.18218
H -2.61222 4.72923 -0.94363
H -3.13934 3.42105 0.41487
H -5.41433 2.80994 1.12706
H -6.53134 0.81981 0.17410
H -5.34089 -0.57623 -1.49721
H -3.04902 -0.00332 -2.17489
C 3.24351 -0.67470 3.65235
Si 3.59156 -2.39282 2.96017
C 2.93719 -3.64885 4.19728
C 5.46459 -2.47951 2.83534
N 2.80771 -2.52874 1.42292
C 2.98239 -3.71910 0.72898
C 3.76137 -4.81629 1.15965
C 3.90526 -5.98447 0.42546
C 3.27085 -6.14187 -0.79405
C 2.48026 -5.09957 -1.26848
C 2.36649 -3.95143 -0.51734
O 1.53414 -2.87481 -0.97154
C 1.02755 -2.94159 -2.27379
C -0.32125 -3.18589 -2.43921
C -0.83051 -3.25472 -3.73270
C 0.01394 -3.10912 -4.82306
C 1.37179 -2.87851 -4.62980
C 1.88938 -2.78164 -3.34733
H 3.99355 -0.46085 4.42312
H 2.26219 -0.57609 4.12445
H 3.35419 0.10865 2.88981
H 3.71618 -4.04955 4.85320
H 2.47222 -4.49483 3.68299
H 2.17540 -3.19536 4.84173
H 5.91772 -2.88282 3.74652
H 5.87104 -1.47267 2.68798
H 5.80440 -3.09075 1.99583
H 4.27554 -4.75301 2.11302
H 4.52390 -6.78132 0.82273
H 3.37271 -7.05202 -1.37068
H 1.95445 -5.20215 -2.20734
H -0.94809 -3.35846 -1.57321
H -1.88517 -3.44892 -3.88442
H -0.38183 -3.18121 -5.82840
H 2.03018 -2.76562 -5.48227
H 2.94634 -2.62507 -3.17083

total charge: +1
E_LUMO: -2.45 eV
E_HOMO: -9.169 eV
relative energy (zero: lowest compared OMol25 entry of this formula, charge and spin): 1.396 eV
maximum force: 0.95 eV Å⁻¹

The following is a quantum chemistry calculation of C5H8N2 in the gas phase, from OMol25.

Atoms and positions in Å:
C 1.59036 -0.35021 -1.33793
C 0.09098 -0.49783 -1.40887
C -0.69691 -1.33396 -0.47376
C -0.49294 -0.53441 0.69467
N -0.53810 -0.25422 1.91624
N -0.78713 0.21498 -0.49040
C -0.75380 1.22621 2.02719
H 1.94416 -0.43842 -0.30673
H 2.07066 -1.12521 -1.94361
H 1.89993 0.62687 -1.72635
H -0.32240 -0.45523 -2.41756
H -1.59293 -1.89784 -0.70047
H -0.68959 1.71633 1.04424
H -1.74092 1.50625 2.43101
H 0.01863 1.59670 2.69236

E_LUMO: 1.09 eV
E_HOMO: -9.501 eV
relative energy (zero: lowest compared OMol25 entry of this formula, charge and spin): 3.411 eV
SMILES: C/N=C1/[C@@H]2[C@H](C)N12
maximum force: 1.09 eV Å⁻¹

The following is a quantum chemistry calculation of a molecular structure, C5H6O2S, from OMol25.

Atoms and positions in Å:
C -0.46521 -0.44435 0.16520
C -1.17514 0.77011 -0.42180
C 1.09859 0.81640 -0.30599
C 0.58772 0.23398 1.04464
C 0.75829 -0.54225 -0.81699
H -0.64146 -2.83754 -0.05277
H -1.73541 0.56266 -1.34974
H -1.84787 1.28904 0.29369
H 2.04904 1.34125 -0.40870
H 0.24448 0.87847 1.88492
H 1.35623 -0.37080 1.52926
O -0.05234 1.63827 -0.69389
O 1.21233 -1.43018 -1.45899
S -1.38924 -1.90507 0.59116

E_LUMO: 0.74 eV
E_HOMO: -9.415 eV
relative energy (zero: lowest compared OMol25 entry of this formula, charge and spin): 1.889 eV
maximum force: 1.99 eV Å⁻¹

The following is a quantum chemistry calculation of a molecular structure, C3H5FO, from OMol25.

Atoms and positions in Å:
C 0.90376 -0.15820 0.42823
C -0.36628 0.28027 0.01702
C -1.44557 -0.40642 -0.23635
H 1.50843 1.23614 -1.03344
H 1.25213 -0.19694 1.56181
H 0.70518 -1.32241 0.15788
H -2.47592 0.00991 -0.11385
H -1.49734 -1.45161 -0.53881
O 1.98095 0.33706 -0.34540
F -0.56534 1.67220 0.10292

E_LUMO: 0.65 eV
E_HOMO: -10.154 eV
relative energy (zero: lowest compared OMol25 entry of this formula, charge and spin): 2.528 eV
maximum force: 5.89 eV Å⁻¹

The following is a quantum chemistry calculation of C3HN3O in the gas phase, from OMol25.

Atoms and positions in Å:
C -0.40756 -0.18384 -1.43637
C -0.41433 -1.56073 0.57273
C -0.14110 -0.33421 -0.06274
N -0.62176 -0.05032 -2.55499
N -0.66356 -2.56999 1.05681
N 0.75247 1.85991 0.41631
O 0.38327 0.61425 0.70546
H 1.11256 2.22493 1.30281

E_LUMO (spin up / spin down): -1.39 / -2.24 eV
E_HOMO (spin up / spin down): -9.933 / -10.789 eV
relative energy (zero: lowest compared OMol25 entry of this formula, charge and spin): 3.279 eV
maximum force: 1.76 eV Å⁻¹

The following is a quantum chemistry calculation of a molecular structure, C8H10N2ORe, from OMol25.

Atoms and positions in Å:
C -0.48473 0.88997 -1.72308
C 0.92730 0.99236 -1.44179
C 1.09168 1.77320 -0.25330
C -0.20448 2.16159 0.20941
C -1.18196 1.62687 -0.68982
Re -0.16654 -0.31048 0.16365
N -1.81623 -0.87719 0.26071
C -0.16173 -2.13811 -0.26977
C 1.28344 -1.56186 -0.34103
H 2.04551 2.08190 0.18752
H 1.73338 0.63566 -2.08073
H -0.41575 2.81273 1.06022
H -2.24552 1.81832 -0.65132
H -0.93526 0.47535 -2.61619
H 1.64502 -1.67281 -1.34696
H -0.34876 -2.79234 0.60423
H -2.50100 -1.65283 0.34708
H 1.88729 -2.05963 0.40598
H -0.61789 -2.38259 -1.23467
O 0.02402 0.20547 4.31804
C 0.14997 0.07368 3.13576
N 0.29224 -0.09924 1.95606

E_LUMO (spin up / spin down): 0.74 / -0.85 eV
multiplicity: 4
E_HOMO (spin up / spin down): -6.158 / -8.665 eV
maximum force: 11.56 eV Å⁻¹

Electronic energy / a.u.: -310.87672, -2291.81280, -363.05023, -2743.27558, -656.45696, -657.28202, -5496.69665, -304.71013, -742.71548, -292.30339, -354.24652, -573.66323